Record 1
DFT (wB97M-V/def2-TZVPD) results for C50H92N2O18PbRb as an isolated structure at a distorted geometry.

Each line ends with the Mulliken charge.
CARTESIAN COORDINATES (ANGSTROEM)
1 Pb 2.3300 -0.0302 -4.8751  1.6914
2 Rb 3.7678 0.9701 -0.4451  0.6062
3 C -1.3886 1.9399 -2.3155  -0.9954
4 C -0.2193 1.9226 -1.3999  2.1196
5 C -0.7701 2.0474 0.0708  -1.7180
6 C -1.5455 0.7827 0.5585  1.9311
7 C -0.7003 -0.4563 0.3751  0.4431
8 C 0.1237 -0.5736 -0.9975  2.8396
9 N 0.6781 0.7152 -1.4129  0.8079
10 O 1.4253 0.6404 -2.6484  -0.4689
11 C -0.7571 -1.3985 -2.0174  0.0267
12 C 1.3456 -1.4139 -0.4687  -1.2354
13 C 0.6615 3.2170 -1.4868  -1.9077
14 H -1.9492 1.0136 -2.4420  -0.2425
15 H -1.2172 2.3569 -3.3096  0.1331
16 H -2.2115 2.5717 -1.9726  0.4327
17 H -1.5125 2.8328 0.2163  0.7499
18 H 0.0673 2.2015 0.7525  -0.1909
19 H -2.5363 0.6549 0.1188  -1.1640
20 H -1.7429 0.6762 1.6268  -0.7945
21 H -1.3985 -1.2921 0.4580  -0.9182
22 H -0.0829 -0.6227 1.2587  -0.0101
23 H -0.2985 -1.5018 -3.0029  -0.6914
24 H -1.7087 -0.9163 -2.2361  -0.2260
25 H -0.8259 -2.4543 -1.7561  -0.0971
26 H 1.0198 -2.3674 -0.0479  -0.1657
27 H 1.8005 -0.9166 0.3890  -0.7619
28 H 2.1466 -1.6666 -1.1659  0.5900
29 H 0.1337 4.1118 -1.8202  0.5236
30 H 1.3236 3.1380 -2.3517  0.2212
31 H 1.2439 3.3784 -0.5811  -0.0923
32 C 7.0655 -1.3477 2.9060  -1.8485
33 C 5.9764 -1.1577 1.8325  1.7808
34 C 5.3635 -2.5515 1.4819  -1.1755
35 C 4.4884 -3.2802 2.5302  -0.9224
36 C 3.4862 -2.2987 2.8831  -0.0249
37 C 3.8717 -0.8930 3.3570  1.2124
38 N 4.7773 -0.3905 2.2859  1.1202
39 O 5.0284 1.0144 2.2945  -0.8776
40 C 4.3408 -1.0113 4.8272  -2.0392
41 C 2.5932 0.0495 3.4202  -1.5261
42 C 6.6650 -0.6481 0.5269  -1.5258
43 H 6.9534 -2.3378 3.3482  0.3059
44 H 6.9834 -0.5308 3.6226  0.2988
45 H 8.0633 -1.3371 2.4661  0.5134
46 H 5.9106 -3.1740 0.7687  0.4813
47 H 4.6880 -2.2368 0.6776  -0.1226
48 H 5.1262 -3.5394 3.3779  0.4900
49 H 4.0769 -4.1927 2.0986  0.4196
50 H 2.8274 -2.7630 3.6224  0.4625
51 H 2.9093 -2.2545 1.9554  -0.7444
52 H 4.6124 -0.0362 5.2342  0.4049
53 H 5.2814 -1.5635 4.8325  0.4786
54 H 3.6326 -1.4560 5.5262  0.3606
55 H 2.8132 1.0087 3.8876  0.5537
56 H 1.9026 -0.4275 4.1181  0.3968
57 H 2.1677 0.1779 2.4245  -0.0673
58 H 5.8762 -0.7397 -0.2203  -0.1076
59 H 7.5654 -1.1673 0.2035  0.4469
60 H 6.8623 0.4229 0.5859  0.3749
61 C -2.2051 2.8114 5.5370  -0.7506
62 C -0.7864 2.3929 5.2838  -0.0608
63 C -0.7231 1.3310 4.1855  0.9679
64 O -2.0989 0.9739 4.0907  -0.1453
65 C -2.9621 2.0618 4.4715  -0.5591
66 H -2.2499 3.8988 5.4938  0.3171
67 H -2.4480 2.4622 6.5406  0.2442
68 H -0.3966 2.1123 6.2618  0.3464
69 H -0.2594 3.2779 4.9226  -0.3262
70 H -0.0697 0.5460 4.5616  0.0043
71 H -0.3642 1.8423 3.2907  -0.5299
72 H -3.9336 1.7260 4.8288  0.4004
73 H -3.0188 2.7900 3.6590  0.3092
74 C -5.2133 0.8285 -1.0285  0.3327
75 C -5.7291 2.0499 -1.8793  -0.6106
76 C -6.5787 1.3561 -2.9240  -0.5299
77 O -5.8360 0.2111 -3.2513  -0.5104
78 C -5.0531 -0.2398 -2.1029  0.4248
79 H -5.9496 0.4617 -0.3151  0.3926
80 H -4.2270 1.0289 -0.6111  -0.5346
81 H -4.9937 2.7468 -2.2825  0.1837
82 H -6.3489 2.8058 -1.3919  0.4436
83 H -6.6475 1.9567 -3.8339  0.3096
84 H -7.6101 1.0165 -2.8105  0.2728
85 H -4.0475 -0.4435 -2.4757  -0.4506
86 H -5.3552 -1.2173 -1.7225  0.3479
87 C -1.3592 -5.2174 1.8143  0.0085
88 C -0.1876 -4.5633 2.5776  -0.2093
89 C -0.7619 -3.5546 3.5518  0.2850
90 O -1.9070 -4.3485 4.0109  -0.5106
91 C -2.4098 -5.2151 2.9510  -0.6169
92 H -1.1543 -6.2080 1.4120  0.5911
93 H -1.7210 -4.5227 1.0540  -0.3693
94 H 0.6156 -4.1474 1.9670  -0.0855
95 H 0.3612 -5.4016 3.0106  0.3602
96 H -0.8271 -2.5561 3.1139  -0.3223
97 H -0.1357 -3.3868 4.4283  0.4590
98 H -3.3690 -4.8450 2.5904  0.1345
99 H -2.4200 -6.2257 3.3581  0.4295
100 C -3.5277 -1.8002 2.3111  2.0276
101 C -3.8999 -2.0143 0.8561  1.3659
102 C -4.8011 -3.2579 1.0623  -0.9175
103 O -5.1214 -3.3780 2.4572  -0.4912
104 C -4.7772 -2.1147 3.0889  -0.6313
105 H -3.2815 -0.7400 2.4066  -0.3587
106 H -2.6736 -2.3745 2.6688  -1.6360
107 H -3.0025 -2.2645 0.2915  -0.3276
108 H -4.5620 -1.2537 0.4453  -0.6651
109 H -4.3723 -4.1611 0.6249  0.3879
110 H -5.7234 -3.1675 0.4836  0.3452
111 H -4.6760 -2.2083 4.1688  0.3830
112 H -5.6406 -1.4862 2.8608  0.3168
113 C 2.4235 -5.2566 -0.9130  -1.2195
114 C 1.6946 -5.2431 -2.2485  0.4255
115 C 0.1910 -5.0218 -2.2588  0.0533
116 O 0.1173 -4.1633 -3.4155  -0.3082
117 C 1.2744 -3.5985 -3.6701  0.6429
118 O 1.4763 -2.6424 -4.4225  -0.5609
119 O 2.1734 -4.1011 -2.8980  -0.3060
120 H 1.7691 -5.5924 -0.1080  0.2943
121 H 2.8721 -4.3119 -0.6059  0.1288
122 H 3.2926 -5.9144 -0.9394  0.4624
123 H 1.7991 -6.1922 -2.7764  0.3668
124 H -0.1879 -4.5046 -1.3766  -0.2211
125 H -0.4023 -5.9111 -2.4626  0.3871
126 C 1.6221 6.2779 -3.6684  -1.2717
127 C 0.8601 5.6924 -4.9059  0.2890
128 C 1.5330 5.7145 -6.2763  -0.4702
129 O 1.9055 4.3982 -6.5700  -0.3341
130 C 1.4974 3.6327 -5.5573  0.3314
131 O 1.7912 2.4308 -5.4406  -0.4047
132 O 0.7566 4.3224 -4.7414  -0.1016
133 H 2.5502 5.7333 -3.4904  0.3729
134 H 1.1222 6.1465 -2.7092  0.2876
135 H 1.7855 7.3312 -3.8943  0.4378
136 H -0.1481 6.0434 -5.1265  0.3350
137 H 2.3845 6.3919 -6.1961  0.3011
138 H 0.8654 6.1594 -7.0134  0.3252
139 C 2.0329 5.4542 4.1116  -1.9172
140 C 1.8302 4.9112 2.6803  1.5544
141 C 1.5541 6.0613 1.6629  -0.4083
142 O 2.5960 5.9448 0.7369  -0.3447
143 C 3.3761 4.8690 1.0358  0.6128
144 O 4.2546 4.4154 0.3604  -0.5467
145 O 3.1094 4.4557 2.2735  -0.2932
146 H 2.2504 4.6704 4.8403  0.4121
147 H 1.0490 5.6265 4.5571  0.4930
148 H 2.6716 6.3042 4.3446  0.4170
149 H 1.0535 4.1468 2.6730  -0.5764
150 H 1.5873 7.0066 2.2031  0.3667
151 H 0.5695 5.8603 1.2405  0.2993
152 C -3.8183 0.5296 -5.7937  -1.3931
153 C -3.3747 -0.9294 -5.5904  0.6723
154 C -3.0297 -1.6645 -6.8451  -0.6956
155 O -1.5849 -1.4408 -6.9948  -0.3709
156 C -1.0606 -0.9929 -5.8581  -0.1088
157 O 0.1083 -0.7026 -5.7106  -0.2176
158 O -2.0592 -0.9106 -4.9391  -0.0415
159 H -3.8217 1.2231 -4.9555  0.1831
160 H -4.8245 0.4398 -6.2118  0.4433
161 H -3.4678 1.0844 -6.6672  0.4490
162 H -4.0349 -1.4619 -4.9080  0.3223
163 H -3.5398 -1.2447 -7.7112  0.3322
164 H -3.1158 -2.7502 -6.8594  0.3154

Values from the calculation:
- HOMO energy: -0.2309 Ha
- Calculated total energy: -3640.5944 Eh
- Frontier orbital gap: 2.84 eV
- Charge: +1

=====

Record 2
DFT (wB97M-V/def2-TZVPD) results for a 10-piece molecular cluster, C50H95F15O25 overall at a distorted geometry.

Each line ends with the Mulliken charge.
CARTESIAN COORDINATES (ANGSTROEM)
1 C 4.7527 6.7774 0.8876  -1.2214
2 C 5.3641 5.3908 1.1549  -0.0866
3 O 6.7420 5.3907 0.9632  -0.2296
4 C 7.5065 4.2047 1.0605  0.3546
5 O 6.9898 3.0520 1.1527  -0.5270
6 C 9.0755 4.3184 1.0401  0.8322
7 F 9.4808 5.5763 1.3055  -0.2323
8 F 9.6467 3.5168 1.8922  -0.2299
9 F 9.4430 3.8657 -0.1432  -0.2344
10 H 4.9360 7.5204 1.6637  0.3286
11 H 3.6638 6.7456 0.9270  0.3768
12 H 5.0923 7.2230 -0.0474  0.3164
13 H 4.9301 4.7419 0.3941  0.2628
14 H 5.1451 5.0480 2.1662  0.2898
15 C -4.0284 -3.6245 -4.0344  -1.2081
16 C -5.1341 -2.5999 -3.8726  -0.1492
17 O -5.2756 -1.8012 -5.0723  -0.2577
18 C -5.8008 -0.6281 -4.9961  0.4086
19 O -6.0616 -0.0157 -3.9614  -0.5864
20 C -6.1309 -0.0324 -6.4175  0.8978
21 F -5.0176 0.6068 -6.7843  -0.2488
22 F -6.3911 -1.0251 -7.2522  -0.2299
23 F -7.1140 0.8383 -6.3606  -0.2250
24 H -3.0269 -3.2343 -4.2160  0.3264
25 H -4.2316 -4.2190 -4.9251  0.3274
26 H -4.0044 -4.3294 -3.2034  0.3760
27 H -4.8713 -1.9731 -3.0204  0.3006
28 H -6.0420 -3.1483 -3.6214  0.2678
29 C 3.5459 9.5017 -9.7893  -1.1046
30 C 4.8273 8.8409 -9.2981  -0.1753
31 O 4.5206 7.4931 -9.1422  -0.2638
32 C 3.9961 6.9661 -7.9766  0.3425
33 O 3.6610 7.6717 -6.9883  -0.5439
34 C 3.9777 5.4412 -7.8516  0.8750
35 F 4.7635 4.9017 -8.8173  -0.2364
36 F 4.4341 5.1512 -6.6666  -0.2246
37 F 2.7094 5.0891 -7.9597  -0.2314
38 H 3.7284 10.5310 -10.0980  0.3706
39 H 2.7770 9.5107 -9.0167  0.2988
40 H 3.0829 9.0818 -10.6823  0.3092
41 H 5.3063 9.3386 -8.4549  0.3157
42 H 5.5819 8.8950 -10.0828  0.2683
43 C 5.7403 -0.3994 8.4160  -1.0666
44 C 6.2443 -0.6375 9.8479  -0.2883
45 O 5.8071 -1.8540 10.3960  -0.3000
46 C 4.5778 -1.9599 10.9080  0.3599
47 O 3.8223 -1.0345 11.0700  -0.5109
48 C 4.2091 -3.3795 11.3071  0.8552
49 F 4.5020 -3.5435 12.5699  -0.2304
50 F 2.8902 -3.6073 11.0616  -0.2318
51 F 4.9759 -4.2665 10.6126  -0.2471
52 H 6.1349 0.5630 8.0904  0.3682
53 H 4.6525 -0.3305 8.4067  0.3209
54 H 6.1384 -1.1651 7.7502  0.2825
55 H 6.0211 0.2661 10.4152  0.3248
56 H 7.3319 -0.5709 9.8215  0.3633
57 C -7.3231 5.3084 0.0471  -1.1435
58 C -6.9791 4.6249 1.3629  -0.2104
59 O -7.7849 3.4637 1.5712  -0.2160
60 C -7.4694 2.5163 2.5281  0.3992
61 O -6.4361 2.5616 3.2282  -0.5423
62 C -8.5000 1.3530 2.6512  0.8141
63 F -8.8268 1.2053 3.9459  -0.2285
64 F -9.5948 1.5498 1.8833  -0.2308
65 F -8.0128 0.1790 2.2517  -0.2418
66 H -8.3292 5.7273 0.0626  0.3138
67 H -7.2950 4.6367 -0.8109  0.3097
68 H -6.6984 6.1969 -0.0452  0.3722
69 H -7.0900 5.3795 2.1417  0.2693
70 H -5.9426 4.2979 1.4457  0.3350
71 C -6.4770 9.7593 -7.5313  -0.7167
72 O -7.5462 10.1133 -6.6935  -0.3136
73 C -8.5650 10.8479 -7.2846  -0.4267
74 C -9.5608 11.2665 -6.1693  -0.5224
75 O -10.4846 12.0925 -6.7964  -0.2567
76 C -11.2413 12.9682 -5.9565  -0.4453
77 C -12.0076 13.9452 -6.8931  -0.3868
78 O -12.6008 14.9807 -6.1378  -0.3231
79 C -13.1335 16.0583 -6.8333  -0.6805
80 H -6.0634 10.7083 -7.8722  0.3130
81 H -6.8382 9.2568 -8.4286  0.2853
82 H -5.6948 9.2625 -6.9572  0.2470
83 H -9.0560 10.2488 -8.0514  0.3259
84 H -8.0685 11.6994 -7.7500  0.3150
85 H -8.8686 11.7929 -5.5122  0.3000
86 H -9.9600 10.3739 -5.6874  0.2732
87 H -10.5098 13.5521 -5.3978  0.2884
88 H -11.8558 12.3265 -5.3250  0.2785
89 H -12.8238 13.4699 -7.4371  0.3184
90 H -11.2615 14.4154 -7.5336  0.2983
91 H -13.5313 16.8375 -6.1831  0.2323
92 H -13.8503 15.7449 -7.5924  0.2941
93 H -12.3045 16.3312 -7.4863  0.3025
94 C 1.8143 -10.7377 7.2898  -0.7344
95 O 2.7463 -9.9212 6.5305  -0.3364
96 C 3.7186 -10.6871 5.8292  -0.3841
97 C 4.6447 -9.7686 5.0169  -0.5444
98 O 5.0591 -10.4036 3.7915  -0.3192
99 C 5.9819 -11.5192 3.9088  -0.4407
100 C 6.7249 -11.8538 2.6058  -0.6604
101 O 7.6870 -10.9147 2.1842  -0.3963
102 C 7.0346 -9.6751 1.8816  -0.6272
103 H 1.1584 -11.3565 6.6775  0.3058
104 H 1.1431 -9.9985 7.7271  0.2551
105 H 2.3105 -11.3017 8.0795  0.2958
106 H 3.1840 -11.3909 5.1912  0.3371
107 H 4.2938 -11.1189 6.6482  0.2909
108 H 5.5460 -9.3935 5.5016  0.3480
109 H 4.0868 -8.8806 4.7199  0.3301
110 H 5.4745 -12.3777 4.3490  0.4009
111 H 6.7781 -11.1768 4.5698  0.3586
112 H 6.0199 -12.0390 1.7954  0.3726
113 H 7.2688 -12.7907 2.7262  0.3733
114 H 6.0070 -9.6788 1.5179  0.2633
115 H 7.5293 -9.0888 1.1072  0.2953
116 H 7.0246 -9.1127 2.8152  0.2163
117 C -8.3043 -5.7485 13.3734  -0.7631
118 O -8.1148 -5.8835 11.9538  -0.3116
119 C -9.2223 -5.5755 11.1374  -0.6536
120 C -8.8849 -5.9498 9.6904  -0.5133
121 O -8.7308 -7.4276 9.5089  -0.3011
122 C -8.4005 -7.6462 8.1309  -0.3648
123 C -8.1810 -9.1189 7.9055  -0.5277
124 O -7.9774 -9.4672 6.5175  -0.3717
125 C -6.7134 -8.9977 6.0180  -0.7207
126 H -9.0824 -6.4532 13.6671  0.3272
127 H -8.5290 -4.7461 13.7379  0.2904
128 H -7.4110 -6.0990 13.8903  0.2516
129 H -9.3510 -4.5010 11.2681  0.3975
130 H -10.2238 -5.8906 11.4300  0.4001
131 H -8.0403 -5.3470 9.3565  0.3159
132 H -9.6873 -5.6343 9.0234  0.4116
133 H -7.5116 -7.1070 7.8035  0.3171
134 H -9.1582 -7.3180 7.4192  0.2931
135 H -9.0256 -9.6155 8.3831  0.3351
136 H -7.3347 -9.4432 8.5111  0.3215
137 H -5.8773 -9.3961 6.5927  0.3086
138 H -6.5878 -7.9178 5.9391  0.2960
139 H -6.6906 -9.3074 4.9732  0.2618
140 C -1.4128 -3.1046 4.8215  -0.8405
141 O -0.3743 -2.7658 3.9167  -0.3265
142 C -0.4130 -3.5219 2.7066  -0.5134
143 C 0.7848 -3.0788 1.8061  -0.5676
144 O 0.4225 -2.0370 0.8482  -0.3688
145 C -0.0581 -0.7813 1.3594  -0.2099
146 C -0.2667 0.1769 0.1665  -0.5287
147 O -0.7632 1.5100 0.5362  -0.3201
148 C -0.9452 2.4570 -0.5170  -0.6378
149 H -1.3818 -4.0531 5.3576  0.2986
150 H -2.3712 -2.8348 4.3779  0.3513
151 H -1.4349 -2.3237 5.5815  0.2908
152 H -1.3602 -3.3180 2.2073  0.3576
153 H -0.4688 -4.5904 2.9147  0.4992
154 H 1.1649 -3.9055 1.2059  0.3289
155 H 1.6348 -2.8599 2.4524  0.3115
156 H 0.6481 -0.2948 2.0322  0.2670
157 H -0.9802 -0.9598 1.9127  0.2280
158 H -1.0743 -0.3034 -0.3859  0.2650
159 H 0.5939 0.3040 -0.4903  0.3409
160 H -1.6804 2.0111 -1.1868  0.2688
161 H -0.0464 2.6362 -1.1070  0.2818
162 H -1.2103 3.4008 -0.0404  0.2244
163 C 15.7119 0.1365 -10.6786  -0.7176
164 O 14.8093 -0.8896 -10.4356  -0.2970
165 C 13.6097 -0.5585 -9.8131  -0.4888
166 C 12.8926 -1.7940 -9.3084  -0.4951
167 O 11.8880 -1.4684 -8.3364  -0.2476
168 C 11.3449 -2.4774 -7.5114  -0.4059
169 C 10.0198 -1.9181 -6.8776  -0.4387
170 O 9.4408 -2.9048 -6.0019  -0.3208
171 C 8.3619 -2.4603 -5.2357  -0.7081
172 H 15.2731 0.8262 -11.3996  0.2852
173 H 16.7169 -0.1229 -11.0114  0.2742
174 H 15.9810 0.6110 -9.7349  0.3014
175 H 12.9008 -0.1519 -10.5344  0.2741
176 H 13.7047 0.1019 -8.9512  0.3662
177 H 13.6877 -2.3538 -8.8158  0.3315
178 H 12.5672 -2.3703 -10.1745  0.2688
179 H 12.0517 -2.7074 -6.7141  0.2766
180 H 11.0945 -3.3835 -8.0631  0.2984
181 H 9.3064 -1.5391 -7.6094  0.3256
182 H 10.2874 -1.0845 -6.2283  0.2872
183 H 8.4673 -1.4717 -4.7888  0.3021
184 H 8.2809 -3.2678 -4.5080  0.2428
185 H 7.3856 -2.4694 -5.7204  0.2855

Values from the calculation:
- HOMO energy: -0.3509 Ha
- Calculated total energy: -5340.6748 Eh
- Frontier orbital gap: 9.95 eV
- Energy relative to the best compared isomer or geometry (same formula, charge and spin): 123.9 kcal/mol